{"formula": "C25H33FN4PdSi", "method": "ωB97M-V/def2-TZVPD", "e_homo_ev": -6.96, "e_tot_ev": -46497.2041, "homo_lumo_gap_ha": 0.278, "e_above_lowest_kj_mol": 0.0, "symbols": ["Pd", "C", "N", "C", "C", "C", "C", "C", "C", "C", "N", "C", "C", "C", "C", "C", "C", "N", "C", "C", "H", "H", "H", "H", "H", "H", "H", "H", "H", "H", "H", "H", "H", "H", "H", "H", "H", "H", "H", "H", "C", "Si", "C", "C", "N", "C", "C", "C", "C", "C", "C", "F", "H", "H", "H", "H", "H", "H", "H", "H", "H", "H", "H", "H", "H"], "positions_angstrom": [[0.18, 0.12, 0.15], [1.81, -0.42, -2.44], [1.62, -0.90, -1.07], [0.91, -2.21, -1.12], [2.84, -1.01, -0.28], [4.06, -1.31, -0.85], [5.20, -1.41, -0.06], [5.09, -1.21, 1.31], [3.86, -0.91, 1.89], [2.72, -0.81, 1.10], [1.46, -0.42, 1.51], [0.89, -0.65, 2.75], [1.26, -1.60, 3.70], [0.50, -1.75, 4.86], [-0.63, -0.99, 5.08], [-1.03, -0.06, 4.12], [-0.28, 0.09, 2.97], [-0.64, 1.03, 1.89], [-2.07, 1.33, 1.82], [0.16, 2.27, 2.04], [2.23, -1.20, -3.08], [2.48, 0.44, -2.44], [0.84, -0.12, -2.85], [1.52, -2.93, -1.69], [-0.05, -2.10, -1.62], [0.76, -2.59, -0.12], [4.14, -1.47, -1.92], [6.16, -1.64, -0.51], [5.97, -1.27, 1.94], [3.79, -0.70, 2.95], [2.11, -2.23, 3.51], [0.80, -2.51, 5.58], [-1.21, -1.11, 5.98], [-1.92, 0.53, 4.27], [-2.38, 1.98, 2.64], [-2.63, 0.40, 1.85], [-2.27, 1.83, 0.88], [-0.16, 2.81, 2.94], [0.02, 2.90, 1.17], [1.21, 2.01, 2.13], [0.68, 2.56, -2.00], [-1.14, 2.11, -1.94], [-1.77, 2.35, -3.68], [-2.00, 3.46, -0.96], [-1.30, 0.54, -1.21], [-2.15, -0.51, -1.53], [-2.84, -0.61, -2.76], [-3.67, -1.68, -3.07], [-3.87, -2.71, -2.18], [-3.23, -2.65, -0.95], [-2.42, -1.57, -0.66], [-1.86, -1.57, 0.59], [0.81, 3.65, -1.89], [1.13, 2.27, -2.95], [1.27, 2.11, -1.21], [-1.50, 3.36, -4.00], [-2.86, 2.27, -3.74], [-1.34, 1.64, -4.40], [-2.16, 4.33, -1.61], [-1.42, 3.81, -0.10], [-2.98, 3.14, -0.60], [-2.70, 0.17, -3.49], [-4.16, -1.69, -4.04], [-4.51, -3.55, -2.42], [-3.36, -3.41, -0.19]]}

***

{"formula": "C25H33I2N7O2PSe4Y", "method": "ωB97M-V/def2-TZVPD", "e_homo_ev": -5.81, "e_tot_ev": -328911.5599, "homo_lumo_gap_ha": 0.197, "symbols": ["Y", "I", "C", "C", "C", "I", "C", "O", "C", "C", "N", "C", "C", "C", "C", "C", "C", "N", "C", "H", "H", "H", "H", "H", "H", "H", "H", "H", "H", "H", "Se", "Se", "Se", "Se", "N", "C", "C", "C", "C", "C", "N", "C", "H", "H", "H", "H", "C", "N", "C", "P", "O", "N", "C", "C", "N", "C", "C", "H", "H", "H", "H", "H", "H", "H", "H", "H", "H", "H", "H", "H", "H", "H", "H", "H", "H"], "positions_angstrom": [[-0.22, -0.47, -0.65], [1.37, -7.33, 2.95], [0.70, -5.49, 2.19], [0.58, -4.41, 3.04], [0.12, -3.21, 2.52], [-0.05, -1.52, 3.76], [-0.24, -3.06, 1.17], [-0.72, -1.94, 0.70], [-0.04, -4.17, 0.33], [-0.35, -4.01, -1.14], [0.34, -2.85, -1.73], [1.80, -3.00, -1.72], [2.46, -2.44, -0.49], [3.55, -3.07, 0.09], [4.17, -2.49, 1.18], [3.69, -1.29, 1.68], [2.60, -0.73, 1.05], [1.99, -1.28, 0.00], [0.40, -5.38, 0.85], [0.83, -4.49, 4.09], [-1.42, -3.88, -1.29], [-0.06, -4.93, -1.66], [0.04, -2.76, -2.70], [2.18, -2.44, -2.57], [2.09, -4.05, -1.84], [3.90, -4.01, -0.32], [5.02, -2.98, 1.64], [4.13, -0.82, 2.54], [2.18, 0.21, 1.41], [0.53, -6.23, 0.18], [-1.28, 0.06, -3.10], [-1.56, 1.49, -5.36], [0.47, 2.21, -5.87], [1.02, 0.23, -2.90], [-4.55, -4.75, -0.57], [-4.26, -3.71, -0.18], [-3.87, -2.41, 0.31], [-4.02, -2.07, 1.64], [-3.58, -0.83, 2.06], [-2.95, 0.00, 1.13], [-2.77, -0.34, -0.14], [-3.24, -1.52, -0.55], [-4.49, -2.76, 2.34], [-3.67, -0.51, 3.09], [-2.57, 0.97, 1.42], [-3.11, -1.76, -1.60], [-2.48, 2.94, -1.15], [-1.40, 3.67, -0.48], [-1.52, 5.12, -0.63], [0.04, 3.00, -0.09], [-0.13, 1.53, 0.25], [0.65, 3.71, 1.28], [1.30, 5.02, 1.27], [0.05, 3.36, 2.56], [1.12, 3.31, -1.26], [2.52, 2.97, -1.07], [0.79, 3.95, -2.53], [-3.44, 3.24, -0.71], [-2.36, 1.87, -1.04], [-2.50, 3.16, -2.22], [-2.42, 5.47, -0.12], [-1.60, 5.40, -1.68], [-0.66, 5.63, -0.20], [1.67, 5.25, 0.27], [2.15, 5.01, 1.96], [0.62, 5.81, 1.59], [-0.35, 2.35, 2.52], [-0.75, 4.06, 2.84], [0.82, 3.40, 3.34], [2.66, 2.45, -0.12], [3.15, 3.87, -1.07], [2.84, 2.32, -1.88], [-0.27, 3.87, -2.74], [1.30, 3.42, -3.34], [1.09, 5.01, -2.54]]}